Entry from OMol25: 8 unconnected molecules or ions with the total composition C64H60ClF18N4O4S (wB97M-V/def2-TZVPD).

Summary:
ΔE to the lowest compared entry with this formula, charge and spin: 0.0 kcal per mole
Gap between HOMO and LUMO: 8.15 eV

Geometry as ORCA input:
```
! wB97M-V def2-TZVPD RIJCOSX def2/J DEFGRID3
* xyz 1 1
C -1.07 0.84 3.34
C -0.28 0.91 2.10
O 0.47 1.76 1.76
O -0.45 -0.18 1.21
C -1.70 -0.28 0.64
O -2.61 -0.83 1.12
C -1.81 0.36 -0.73
N -0.54 0.97 -1.17
C -0.38 2.41 -1.01
C -0.74 3.09 -2.32
O -1.84 3.13 -2.73
Cl 0.60 3.75 -3.23
C 0.40 0.22 -1.68
N 1.62 0.66 -2.09
C 2.48 -0.54 -1.88
C 3.96 -0.43 -2.23
C 4.82 -0.39 -0.96
C 4.94 1.02 -0.45
F 3.73 1.66 -0.39
F 5.69 1.73 -1.36
C 5.69 1.24 0.89
F 5.73 2.54 1.18
F 6.95 0.81 0.70
S 5.02 0.31 2.41
F 4.36 1.62 2.99
F 6.35 0.62 3.17
F 5.63 -1.03 1.83
F 3.64 0.00 1.65
F 4.48 -0.50 3.64
C 1.52 -1.55 -2.54
C 1.34 -1.25 -4.04
C 2.40 -1.37 -4.93
C 2.19 -1.06 -6.26
C 0.92 -0.66 -6.65
C -0.08 -0.59 -5.69
N 0.11 -0.87 -4.40
C 1.94 -2.99 -2.17
F 2.42 -2.96 -0.89
F 2.97 -3.37 -2.96
C 0.90 -4.14 -2.16
F -0.11 -3.83 -1.31
F 1.55 -5.20 -1.64
C 0.27 -4.58 -3.54
F 0.42 -5.90 -3.67
F 0.90 -3.98 -4.56
C -1.25 -4.30 -3.65
F -1.53 -3.03 -3.32
F -1.94 -5.11 -2.87
F -1.62 -4.49 -4.91
N 0.31 -1.11 -1.83
H -2.11 1.00 3.05
H -0.74 1.58 4.05
H -1.00 -0.17 3.72
H -2.55 1.15 -0.71
H -2.12 -0.38 -1.45
H 0.62 2.68 -0.70
H -1.08 2.77 -0.26
H 1.92 1.53 -1.67
H 2.44 -0.69 -0.80
H 4.32 -1.24 -2.84
H 4.11 0.50 -2.78
H 4.43 -1.07 -0.22
H 5.82 -0.72 -1.22
H 3.36 -1.71 -4.60
H 2.98 -1.13 -7.00
H 0.70 -0.40 -7.67
H -1.08 -0.30 -5.98
H -0.57 -1.52 -2.12
C 1.64 8.58 -5.73
C 1.30 7.36 -5.15
C 0.30 6.58 -5.71
C -0.37 7.01 -6.85
C -0.03 8.23 -7.43
C 0.97 9.01 -6.87
H 2.42 9.19 -5.30
H 1.82 7.03 -4.27
H 0.03 5.64 -5.26
H -1.15 6.40 -7.29
H -0.54 8.57 -8.32
H 1.23 9.96 -7.32
C -7.48 -5.05 -6.09
C -6.78 -4.62 -7.21
C -5.40 -4.51 -7.16
C -4.72 -4.83 -6.00
C -5.42 -5.27 -4.88
C -6.80 -5.37 -4.93
H -8.56 -5.14 -6.13
H -7.31 -4.37 -8.12
H -4.85 -4.17 -8.04
H -3.64 -4.75 -5.97
H -4.88 -5.52 -3.97
H -7.35 -5.71 -4.05
C -4.13 3.17 4.53
C -4.41 4.19 5.44
C -5.29 3.95 6.49
C -5.88 2.70 6.64
C -5.60 1.69 5.73
C -4.72 1.93 4.68
H -3.45 3.36 3.71
H -3.95 5.16 5.33
H -5.51 4.74 7.20
H -6.56 2.52 7.46
H -6.06 0.72 5.85
H -4.51 1.14 3.97
C 7.02 -4.57 -1.97
C 5.79 -4.83 -2.55
C 5.71 -5.69 -3.64
C 6.86 -6.29 -4.14
C 8.09 -6.02 -3.55
C 8.17 -5.16 -2.47
H 7.08 -3.90 -1.12
H 4.90 -4.38 -2.16
H 4.75 -5.90 -4.10
H 6.80 -6.96 -4.98
H 8.98 -6.49 -3.94
H 9.13 -4.96 -2.01
C 1.51 1.53 6.11
C 0.62 2.07 7.02
C 0.38 1.44 8.23
C 1.05 0.26 8.54
C 1.95 -0.28 7.63
C 2.18 0.35 6.41
H 1.69 2.02 5.17
H 0.10 2.99 6.79
H -0.32 1.86 8.94
H 0.87 -0.23 9.48
H 2.47 -1.20 7.87
H 2.88 -0.08 5.71
C -0.56 -3.12 8.80
C -1.46 -2.57 9.70
C -1.69 -3.20 10.92
C -1.02 -4.38 11.22
C -0.13 -4.93 10.31
C 0.10 -4.30 9.10
H -0.38 -2.62 7.85
H -1.97 -1.65 9.47
H -2.39 -2.78 11.62
H -1.20 -4.88 12.17
H 0.39 -5.85 10.55
H 0.80 -4.73 8.39
C -4.89 6.00 -0.70
C -5.80 6.57 0.18
C -6.05 5.98 1.41
C -5.39 4.82 1.77
C -4.48 4.24 0.89
C -4.24 4.83 -0.34
H -4.70 6.46 -1.66
H -6.31 7.49 -0.09
H -6.77 6.43 2.09
H -5.59 4.35 2.72
H -3.97 3.33 1.17
H -3.53 4.38 -1.03
*
```

Here are the Mulliken charges for atoms 1 to 99, given in e:
1 C -0.879
2 C 0.687
3 O -0.539
4 O -0.086
5 C 0.728
6 O -0.505
7 C -1.183
8 N 0.509
9 C -1.310
10 C 0.283
11 O -0.445
12 Cl -0.171
13 C -0.950
14 N -0.008
15 C -0.823
16 C -1.289
17 C -1.456
18 C 0.724
19 F -0.272
20 F -0.341
21 C 0.492
22 F -0.261
23 F -0.269
24 S 1.370
25 F -0.325
26 F -0.331
27 F -0.286
28 F -0.279
29 F -0.301
30 C 1.868
31 C -0.026
32 C -0.537
33 C -0.877
34 C -0.641
35 C -0.717
36 N -0.217
37 C 0.643
38 F -0.340
39 F -0.257
40 C -0.015
41 F -0.227
42 F -0.328
43 C 0.964
44 F -0.307
45 F -0.221
46 C 0.376
47 F -0.228
48 F -0.265
49 F -0.242
50 N 0.197
51 H 0.042
52 H 0.298
53 H 0.395
54 H 0.604
55 H 0.304
56 H 0.769
57 H 0.678
58 H 0.760
59 H 1.139
60 H 0.394
61 H 0.698
62 H 0.663
63 H 0.622
64 H 0.417
65 H 0.526
66 H 0.485
67 H 0.562
68 H 0.549
69 C -0.425
70 C -0.209
71 C -0.033
72 C -0.569
73 C -0.330
74 C -0.416
75 H 0.362
76 H 0.336
77 H 0.218
78 H 0.355
79 H 0.365
80 H 0.363
81 C -0.424
82 C -0.333
83 C -0.604
84 C -0.155
85 C -0.372
86 C -0.417
87 H 0.363
88 H 0.365
89 H 0.361
90 H 0.481
91 H 0.375
92 H 0.365
93 C -0.307
94 C -0.724
95 C -0.415
96 C -0.378
97 C -0.652
98 C -0.126
99 H 0.631